[1]
Density functional theory data (ωB97M-V with the def2-TZVPD basis set) for 2 unconnected molecules or ions with the total composition C2H5OP at a distorted geometry.

Each line ends with the Löwdin charge.
Positions of all 9 atoms, in Å:
P  -3.5065  -0.0466  -0.0853  0.403
O  -0.1045  0.2950  -0.3649  -0.213
C  1.2872  0.7009  -0.1278  -0.018
C  -1.0898  0.7488  0.4108  -0.140
H  -3.8262  0.7795  1.0278  -0.352
H  1.9787  0.2256  -0.7965  0.088
H  1.2472  1.7647  -0.1893  0.078
H  1.3554  0.4012  0.9435  0.104
H  -1.1243  1.6162  1.1274  0.050

Cartesian forces, eV/Å:
3.2 1.0 0.7
-1.9 0.8 1.5
-1.7 0.0 2.4
-2.8 -2.0 -2.8
0.0 0.0 0.0
-0.1 -0.3 -0.3
0.6 0.8 -0.2
1.1 0.3 -0.9
1.5 -0.6 -0.5

The value obtained for the highest occupied orbital energy (alpha / beta) is -0.25198 / -0.25302 hartree. The HOMO-LUMO gap (alpha / beta) is 6.254 / 6.314 eV. For the energy above the lowest of the compared OMol25 structures with the same formula, charge and spin, the calculation gives 134.2 kcal/mol.

=====

[2]
Density functional theory data (ωB97M-V with the def2-TZVPD basis set) for 7 unconnected molecules or ions with the total composition C28H58FNO12PS6 at a distorted geometry.

Each line ends with the Löwdin charge.
Positions of all 107 atoms, in Å:
S  -4.9311  0.0717  -1.8968  0.685
S  9.1187  -6.0466  -4.0164  0.676
S  -5.6033  4.6990  2.1745  0.679
S  6.6953  -0.8432  -2.1972  0.660
S  -8.3081  8.0170  2.1842  0.666
S  -2.1407  -1.3730  3.2901  0.656
P  2.4241  -2.4948  2.1402  0.562
F  7.1387  -4.1705  0.9804  -0.095
O  -2.3466  0.0041  3.6870  -0.354
O  -6.3626  5.1351  3.3268  -0.331
O  6.9902  -0.2239  -0.9273  -0.318
O  -4.7296  -1.0972  -1.0703  -0.332
O  -6.0940  3.6772  1.2780  -0.326
O  -7.3418  8.9454  2.7234  -0.317
O  8.3984  -5.2571  -4.9868  -0.319
O  -3.8458  0.6891  -2.6196  -0.309
O  9.7076  -5.4688  -2.8337  -0.315
O  5.3893  -0.7572  -2.8071  -0.326
O  -1.4969  -2.3264  4.1641  -0.337
O  -8.0070  7.1642  1.0579  -0.326
N  1.9858  -1.0921  1.4654  -0.391
C  -3.7047  -2.0674  2.7531  -0.231
C  8.1114  -7.4427  -3.5212  -0.213
C  -10.1257  7.8018  4.0547  -0.221
C  8.7868  -8.6864  -4.1091  -0.216
C  4.1837  -2.4314  2.6706  -0.397
C  -8.9365  7.0123  3.5186  -0.236
C  -3.0440  4.8582  1.6430  -0.214
C  7.1801  -2.1797  2.3030  -0.059
C  -10.8765  8.3153  2.8216  -0.219
C  7.9226  -0.3097  -3.3829  -0.240
C  -3.6025  6.2595  1.3729  -0.209
C  9.0455  -1.3313  -3.2453  -0.219
C  -9.8350  8.9002  1.8623  -0.223
C  -1.3413  -1.4175  1.6955  -0.234
C  7.2100  -2.5554  -2.1359  -0.208
C  6.3134  -3.1051  1.4217  -0.397
C  -7.4350  0.6742  -2.5718  -0.218
C  8.3568  -2.6965  -3.1423  -0.225
C  -3.5806  -2.2740  1.2397  -0.239
C  -5.1199  6.1253  1.2077  -0.229
C  -3.9568  4.2467  2.6995  -0.220
C  10.2840  -8.3817  -4.2289  -0.225
C  -5.7556  1.3225  -0.9298  -0.237
C  10.3764  -6.9959  -4.8575  -0.233
C  -2.0968  -2.4982  0.9291  -0.210
C  -6.8158  1.8865  -1.8666  -0.219
C  5.0262  -3.6302  2.0978  -0.321
C  -6.2829  -0.2244  -3.0371  -0.224
H  -9.7745  8.6473  4.6521  0.119
H  -7.5610  2.4650  -1.3217  0.116
H  10.1172  -7.0243  -5.9163  0.107
H  -11.6283  9.0595  3.0860  0.112
H  -3.0803  4.2623  0.7273  0.118
H  -1.7895  -3.4883  1.2792  0.116
H  -8.0643  0.9720  -3.4111  0.110
H  -5.9419  0.0430  -4.0363  0.103
H  -3.1501  6.7114  0.4901  0.114
H  -10.7621  7.1836  4.6877  0.115
H  6.0124  -2.5415  0.5095  0.113
H  -5.0338  2.0647  -0.5983  0.095
H  -4.5074  -1.3760  3.0040  0.093
H  11.3470  -6.5232  -4.7213  0.108
H  2.1716  -3.5848  1.2337  -0.037
H  -5.3939  5.9374  0.1710  0.109
H  10.8031  -9.1285  -4.8300  0.113
H  2.7916  -0.4799  1.4512  -0.092
H  4.2167  -2.5709  3.7782  -0.009
H  -6.3503  2.5450  -2.6049  0.121
H  8.6016  -9.5633  -3.4889  0.114
H  8.0930  -7.4719  -2.4325  0.111
H  -8.0666  0.1276  -1.8668  0.116
H  -3.3811  6.9094  2.2234  0.118
H  -9.2534  6.0594  3.0952  0.113
H  -5.6456  7.0027  1.5753  0.069
H  -4.1966  -3.1104  0.9054  0.111
H  1.5601  -2.6532  3.2754  -0.038
H  5.2467  -4.4122  2.8550  0.090
H  -11.3953  7.4831  2.3393  0.116
H  -9.6578  9.9569  2.0581  0.103
H  -10.1175  8.7580  0.8214  0.101
H  -1.4728  -0.4407  1.2308  0.109
H  8.3772  -8.8943  -5.1009  0.116
H  7.4686  -0.3543  -4.3734  0.103
H  6.3669  -3.1932  -2.3928  0.111
H  -1.8954  -2.4414  -0.1404  0.116
H  4.4355  -4.1276  1.2960  0.063
H  -3.7856  4.6970  3.6775  0.110
H  -3.8515  -3.0108  3.2790  0.096
H  8.0719  -2.6835  2.7201  0.068
H  6.6319  -1.7019  3.1252  0.058
H  9.7333  -1.2871  -4.0912  0.110
H  8.2333  0.7089  -3.1577  0.102
H  -0.2788  -1.6321  1.8149  0.036
H  7.9568  -2.9768  -4.1176  0.102
H  -2.0091  4.8911  1.9811  0.120
H  -6.2106  0.8326  -0.0689  0.113
H  7.1025  -7.3081  -3.9049  0.106
H  -3.9279  -1.3855  0.7180  0.066
H  -3.8749  3.1629  2.7660  0.112
H  9.6175  -1.1359  -2.3340  0.119
H  -8.1546  6.8518  4.2562  0.101
H  7.5556  -1.3683  1.6490  0.061
H  10.7392  -8.3721  -3.2353  0.120
H  7.5404  -2.7698  -1.1200  0.089
H  -6.5515  -1.2783  -3.0077  0.100
H  9.0445  -3.4699  -2.8385  0.068

Cartesian forces, eV/Å:
0.0 0.1 0.2
-0.1 -0.2 -0.2
0.4 0.3 0.1
-0.3 -0.1 0.0
-0.2 -0.4 0.2
0.3 0.1 -0.5
2.3 2.8 0.3
0.0 -0.2 -0.2
0.0 -0.1 0.3
-0.3 -0.3 -0.2
-0.1 0.1 -0.2
0.0 0.2 -0.8
-0.3 0.0 0.1
0.1 -0.1 -0.3
0.2 0.1 0.2
0.0 -0.3 0.1
0.0 -0.1 -0.2
0.1 0.2 0.2
-0.2 0.2 0.2
0.2 0.4 0.0
-0.7 -1.1 0.1
-0.4 -0.3 -0.2
-0.2 -0.4 0.1
0.0 0.1 0.0
0.0 -0.1 -0.1
-1.1 -2.1 0.1
-0.3 0.0 0.4
0.0 0.1 -0.1
0.5 0.4 -0.5
-0.1 -0.1 0.1
0.4 0.1 -0.2
0.1 -0.1 0.1
0.0 0.0 0.1
-0.5 0.2 0.0
0.0 -0.3 -0.2
0.3 -0.4 0.0
-0.6 0.7 0.7
-0.1 0.0 0.0
-0.1 0.4 -0.1
0.1 0.0 0.2
0.3 0.5 -0.2
0.3 -0.2 0.0
0.0 0.0 0.1
-0.2 0.3 0.1
0.3 -0.3 -0.1
-0.1 -0.1 0.1
0.0 0.0 -0.1
-0.3 0.4 -0.6
-0.5 -0.1 -0.3
0.0 0.0 0.0
0.1 0.0 0.0
0.0 0.1 0.0
0.0 0.0 0.0
0.0 0.0 0.0
0.1 0.0 0.0
0.0 0.0 0.0
0.1 0.0 0.1
0.0 0.0 0.0
0.0 0.0 0.0
0.1 -0.4 0.6
0.1 -0.1 0.0
0.1 0.0 0.1
-0.1 0.1 0.0
-0.1 0.0 0.6
-0.1 -0.1 0.1
0.0 0.0 0.0
0.1 -0.2 0.0
-0.2 0.5 -0.5
0.0 0.0 0.0
0.0 0.0 0.0
0.0 0.1 0.0
0.0 0.0 0.0
0.0 0.0 0.0
0.1 0.0 0.0
-0.1 -0.2 -0.1
0.0 0.1 0.0
0.0 -0.7 -0.4
0.2 0.4 -0.3
0.0 0.0 0.0
0.1 0.0 0.0
0.2 0.0 0.0
0.1 0.0 0.1
0.0 0.0 0.0
-0.1 0.0 0.1
-0.1 0.1 0.1
0.0 0.0 0.0
0.4 0.0 0.3
-0.1 0.0 0.0
0.1 0.1 0.1
-0.5 -0.1 -0.2
-0.1 -0.3 -0.4
0.0 0.0 0.0
-0.2 0.0 0.1
0.1 0.4 0.1
0.0 0.0 0.0
0.0 -0.1 0.0
0.1 0.0 0.0
0.0 0.2 0.1
0.1 -0.2 0.2
-0.1 0.0 0.1
0.0 0.0 0.0
0.1 0.0 -0.2
-0.1 -0.3 0.4
0.0 0.0 0.0
-0.1 0.1 0.0
0.2 0.0 0.0
0.0 0.0 0.1

The value obtained for the highest occupied orbital energy is -0.09750 hartree. As for the total charge: -1. The HOMO-LUMO gap is 4.162 eV.

=====

[3]
Density functional theory data (ωB97M-V with the def2-TZVPD basis set) for 3 unconnected molecules or ions with the total composition C4H10O2 at a distorted geometry.

Each line ends with the Löwdin charge.
Positions of all 16 atoms, in Å:
O  2.5488  1.2365  0.1203  -0.354
O  2.9651  -1.0673  -0.4758  -0.222
C  0.3042  -0.2093  0.3260  -0.086
C  -3.4399  0.0365  -0.1506  0.125
C  -2.1103  0.0923  -0.3408  -0.133
C  -1.1061  -0.3952  0.5490  0.033
H  -1.7390  0.6113  -1.2148  0.120
H  3.8708  -1.3145  -0.6614  -0.014
H  -4.0751  0.6234  -0.7985  0.080
H  -3.9207  -0.5481  0.6281  0.086
H  -1.4335  -0.5826  1.5710  0.132
H  2.8269  0.0290  -0.3916  -0.050
H  0.4386  0.5416  -0.4673  0.103
H  3.1894  1.9270  0.3070  -0.055
H  0.7814  -1.0662  -0.1924  0.128
H  0.8993  0.0859  1.1918  0.106

Cartesian forces, eV/Å:
-0.7 0.3 -0.1
-0.8 0.1 -0.3
-1.3 0.4 -0.6
0.2 0.0 0.3
0.2 -0.3 -0.4
0.5 1.2 0.6
0.0 0.1 -0.1
0.1 0.2 -0.1
-0.2 -0.2 -0.1
0.2 0.2 0.1
-0.1 -0.7 -0.1
0.9 -0.6 0.6
0.2 0.1 0.1
0.0 -0.1 -0.1
0.5 -0.3 0.2
0.1 -0.4 0.0

The value obtained for the highest occupied orbital energy is -0.27506 hartree. The HOMO-LUMO gap is 4.314 eV. For the energy above the lowest of the compared OMol25 structures with the same formula, charge and spin, the calculation gives 133.1 kcal/mol.

=====

[4]
Density functional theory data (ωB97M-V with the def2-TZVPD basis set) for a molecular structure, C20H23ClN2Pt at a distorted geometry.

Each line ends with the Löwdin spin population.
Positions of all 47 atoms, in Å:
Pt  -0.0100  0.2563  0.9468  1.333
Cl  0.5335  2.0168  -0.2339  0.523
N  3.4004  -0.3428  6.4171  0.002
N  0.0911  0.7008  3.0929  0.152
C  -2.1833  -0.9637  -0.7652  0.150
C  -1.0436  1.2281  5.1418  0.006
C  1.2416  0.4795  5.1735  0.005
C  1.9615  -0.5290  0.8811  0.006
C  1.8453  -0.7535  -0.5556  0.298
C  -0.9756  1.1994  3.7423  0.009
C  0.9140  -2.5785  0.5273  0.221
C  -0.9633  1.5934  -4.9915  0.000
C  1.3951  -1.7164  1.5606  0.245
C  -0.1025  -0.8041  -4.9820  0.000
C  -2.3173  -1.5926  0.5211  0.235
C  1.2296  0.4660  3.7763  0.009
C  1.1716  -1.9670  -0.7426  0.206
C  0.1493  0.6275  -5.0245  0.000
C  1.5254  1.1527  -4.9757  0.000
C  0.0827  0.8437  5.8599  -0.004
C  -2.2585  -0.5802  1.5311  0.238
C  2.4366  0.0405  5.8686  0.001
C  -2.0870  0.4247  -0.5949  0.302
C  -2.0799  0.7043  0.8290  0.003
H  2.1387  0.2660  3.1986  0.001
H  -2.5585  -0.6747  2.5702  0.008
H  -2.2976  -1.4592  -1.7265  0.003
H  -1.7955  1.5699  3.1345  0.001
H  0.7394  -1.3112  -4.4637  0.000
H  2.1951  0.4041  -4.4931  0.000
H  2.7069  0.1465  1.3010  -0.001
H  1.5397  2.1186  -4.4337  0.000
H  -1.8530  1.1207  -4.5180  0.000
H  -1.9754  1.5219  5.6113  0.001
H  -2.3381  1.6922  1.2329  -0.001
H  1.9203  1.3363  -5.9902  0.000
H  1.5631  -1.9703  2.5993  0.009
H  -2.2114  1.1914  -1.3624  0.011
H  0.9993  -2.4317  -1.7175  0.006
H  -1.0761  -0.9939  -4.4848  0.000
H  0.0733  0.8148  6.9467  0.000
H  -2.6088  -2.6327  0.6753  0.007
H  -0.1646  -1.2311  -5.9882  0.000
H  0.5813  -3.6172  0.6661  0.006
H  2.3758  -0.1715  -1.3005  0.010
H  -0.6503  2.5072  -4.4507  0.000
H  -1.2601  1.8981  -6.0099  0.000

Cartesian forces, eV/Å:
-0.1 -1.2 1.3
0.7 2.4 -1.3
-2.5 1.0 -1.4
0.6 0.9 1.0
-0.8 -1.7 1.3
0.4 0.0 -0.8
0.3 -0.1 -0.3
0.8 -1.0 -0.2
0.7 0.2 1.6
0.1 -0.4 0.8
0.4 -0.2 -1.5
-0.3 -0.3 0.8
0.9 1.1 -1.6
-0.1 -0.3 1.1
-0.4 0.4 -2.1
-0.5 -0.1 0.2
-0.4 -2.0 0.9
0.2 0.9 -0.2
0.2 -0.4 0.8
-0.3 -0.1 0.2
-0.2 1.6 -1.3
2.1 -0.6 1.2
-0.7 0.4 0.8
-1.4 -0.2 0.4
-0.5 -0.1 0.4
0.4 -0.1 -0.2
0.2 0.0 0.3
0.1 -0.3 0.2
-0.6 0.1 -0.4
-0.3 0.6 -0.5
-0.2 -0.2 -0.1
0.1 -0.5 -0.4
0.5 0.5 -0.4
0.2 0.1 0.1
0.2 -0.6 -0.2
-0.2 -0.1 0.0
-0.3 0.1 -0.1
0.4 -0.3 0.3
-0.1 0.1 0.5
0.6 -0.1 -0.4
0.0 0.0 -0.2
0.4 0.3 0.0
0.0 0.1 -0.3
-0.1 0.8 0.0
-0.4 0.1 0.1
-0.3 -0.4 -0.4
0.2 -0.1 0.0

As for the spin multiplicity: 5. The value obtained for the highest occupied orbital energy (alpha / beta) is -0.48226 / -0.50834 hartree. As for the total charge: +2. The HOMO-LUMO gap (alpha / beta) is 4.663 / 4.729 eV. For the energy above the lowest of the compared OMol25 structures with the same formula, charge and spin, the calculation gives 42.5 kcal/mol.

=====

Taking the records one at a time from the top gives E_tot values of -13485.05457; -133051.11322; -8399.77633; -39839.16615 eV.